No. 1
A structure of composition C32H31BF5N2O3. Source: OMol25; level of theory: ωB97M-V/def2-TZVPD.

Kohn-Sham gap = 6.22 eV
Total charge = -1
Spin multiplicity = 1
E_tot = -2097.3259 hartree
LUMO level = 2.43 eV
Strongest force on any atom = 13.649 eV Å⁻¹

Last column: Löwdin charge in e.
Geometry (Å):
N -1.09919 -3.49855 0.24554  0.15
B -0.05586 -3.51368 -0.77034  -0.55
O 0.89634 -4.54378 -0.72066  0.09
C 0.05613 -2.46570 -1.94152  -0.19
N 0.32275 -1.09656 -1.43434  0.06
C -1.31088 -2.50329 -2.70776  -0.59
O -2.26378 -1.88806 -2.20177  0.14
O -1.28003 -3.16339 -3.77314  0.02
H -1.99209 -3.70449 -0.18846  0.07
H -1.19866 -2.56158 0.62008  0.07
H 0.85161 -5.05156 -1.53914  0.10
H 0.82354 -2.78381 -2.64971  0.12
H 1.16814 -1.06809 -0.87434  0.06
H 0.52695 -0.52201 -2.24474  0.06
F 1.97252 1.16457 1.11659  0.04
C 2.03925 2.12008 0.16303  -0.28
C 2.94841 1.98248 -0.86451  -0.02
C 2.99041 2.95803 -1.84907  -0.08
C 2.12497 4.04208 -1.79798  -0.09
C 1.21552 4.15219 -0.75549  -0.08
C 1.17428 3.18972 0.24179  -0.01
H 3.59939 1.11916 -0.89920  0.12
H 3.68971 2.85945 -2.66824  0.10
H 2.15317 4.79440 -2.57461  0.10
H 0.53509 4.99187 -0.71180  0.10
H 0.47764 3.26849 1.06399  0.10
F -1.81774 4.10800 0.74086  0.03
C -2.73806 4.10887 -0.25192  -0.29
C -3.58707 5.18177 -0.41894  -0.03
C -4.52093 5.12115 -1.44624  -0.10
C -4.60106 3.99896 -2.26121  -0.09
C -3.73897 2.92875 -2.05518  -0.06
C -2.79111 2.98452 -1.04838  0.00
H -3.51573 6.03906 0.23714  0.11
H -5.19409 5.95349 -1.60361  0.10
H -5.33940 3.95567 -3.05046  0.10
H -3.80236 2.04205 -2.67151  0.11
H -2.10811 2.16351 -0.86937  0.12
F -1.05085 0.79139 -3.33179  0.02
C -1.57861 0.09691 -4.36497  -0.27
C -1.50418 0.63346 -5.63619  -0.06
C -2.04553 -0.08712 -6.69149  -0.14
C -2.64905 -1.31609 -6.46031  -0.12
C -2.71128 -1.82816 -5.16940  -0.07
C -2.17364 -1.12176 -4.10592  -0.06
H -1.03071 1.59500 -5.78886  0.09
H -1.99199 0.31278 -7.69620  0.08
H -3.06862 -1.87584 -7.28652  0.08
H -3.17606 -2.78581 -4.98019  0.10
H -2.21125 -1.51089 -3.09339  -0.25
F 3.47357 0.11750 4.99314  0.05
C 2.28885 0.69194 5.29190  -0.28
C 1.92153 0.80667 6.61712  -0.02
C 0.70087 1.39414 6.91683  -0.09
C -0.12768 1.84490 5.89904  -0.10
C 0.26691 1.71101 4.57453  -0.07
C 1.48825 1.13386 4.25968  0.00
H 2.58016 0.43943 7.39264  0.11
H 0.39612 1.49628 7.94987  0.10
H -1.08141 2.29614 6.13734  0.10
H -0.38073 2.05273 3.77803  0.10
H 1.81080 1.02219 3.23320  0.10
F 2.10097 -6.65780 4.96717  0.04
C 2.52119 -5.60433 4.22594  -0.29
C 3.24550 -4.60727 4.84660  -0.03
C 3.67718 -3.53076 4.08520  -0.09
C 3.37448 -3.46718 2.73108  -0.09
C 2.64488 -4.48546 2.12914  -0.06
C 2.21383 -5.56785 2.88232  -0.01
H 3.46262 -4.67795 5.90412  0.11
H 4.24870 -2.73855 4.55049  0.10
H 3.71040 -2.62357 2.14287  0.10
H 2.39939 -4.44267 1.07701  0.09
H 1.64470 -6.37105 2.43459  0.12

No. 2
A structure of composition C26H37N5O3. Source: OMol25; level of theory: ωB97M-V/def2-TZVPD.

Kohn-Sham gap = 8.56 eV
Spin multiplicity = 1
E_tot = -1511.5472 hartree
Energy above the lowest of the compared OMol25 structures with the same formula, charge and spin = 582.9 kcal per mole
LUMO level = 0.50 eV
Strongest force on any atom = 19.002 eV Å⁻¹

Last column: Löwdin charge in e.
Geometry (Å):
C 0.32616 0.72520 2.86724  -0.04
C 0.73332 1.22310 1.41778  -0.01
C 1.94217 1.30843 0.71795  -0.10
C 3.06899 0.47342 1.08635  -0.47
O 3.03450 -0.51276 1.85351  0.05
N 4.08714 0.68130 0.47406  -0.08
C 4.28377 1.63844 -0.43498  -0.17
C 5.87479 1.85700 -0.82921  -0.08
H 6.17287 2.18763 -1.78591  0.07
C 6.36065 0.36148 -0.38548  -0.11
C 5.29314 0.22355 0.75338  -0.18
H 5.02403 -0.94760 0.67365  0.18
H 5.74720 0.14398 1.60750  0.08
H 7.38103 0.42546 -0.02304  0.09
H 6.16475 -0.25261 -1.37200  0.14
H 6.22038 2.49250 0.16717  0.15
H 3.96504 2.56174 -0.27216  0.08
H 3.89429 1.38873 -1.47060  0.15
O 1.76503 1.96910 -0.52259  0.04
C 0.36228 2.32665 -0.43607  -0.27
C -0.36808 1.91123 0.47257  0.00
C -1.84801 2.29796 0.72369  -0.24
N -2.70756 1.77419 1.33955  0.09
N -3.90076 2.23979 0.98887  -0.09
C -3.61184 3.21449 -0.45261  0.27
C -2.16743 3.11050 -0.41606  -0.24
C -1.35733 3.65345 -1.35070  -0.26
H -1.88489 4.30653 -2.26855  0.19
H -1.08645 4.70741 -0.73688  0.19
C -0.12585 2.93381 -1.68213  -0.14
H 0.62006 3.69470 -2.27865  0.17
H -0.51182 2.19174 -2.60708  0.18
H -4.38457 3.58327 -0.68856  -0.03
C -5.11459 1.50352 1.20304  -0.11
H -5.93796 2.25181 0.99011  0.14
H -5.02477 1.64915 2.33980  0.16
C -5.31178 0.29625 0.31806  -0.64
O -6.37759 0.07671 0.17602  0.19
N -4.31318 -0.50154 0.61118  0.07
H -3.57137 -0.05657 1.13434  0.09
C -4.08791 -1.82826 -0.03306  -0.14
H -3.83017 -2.45137 0.65055  0.04
C -3.45954 -1.56253 -1.44421  -0.08
H -3.41583 -2.58640 -2.02368  0.11
H -3.96208 -0.68284 -2.13470  0.15
C -1.74433 -1.16899 -1.24965  -0.10
N -1.04994 -2.29092 -0.59617  -0.09
C -0.69731 -2.14716 0.80802  -0.29
C -0.37339 -3.23851 1.27657  -0.42
C 0.69841 -3.78903 0.70034  -0.20
C 0.54762 -3.90063 -0.88833  -0.17
H 1.43041 -4.22622 -1.44528  0.13
H -0.07459 -4.63347 -1.08853  0.08
C 0.09062 -2.69773 -1.30979  -0.44
H -0.22184 -2.86719 -2.31270  0.14
C 1.20791 -1.49002 -1.28972  0.05
H 1.89094 -1.99681 -2.27552  0.16
H 0.70837 -0.61903 -1.79149  0.08
H 1.67493 -1.34005 -0.51602  -0.07
H 1.81583 -3.19427 1.11966  0.20
H 1.17085 -4.91142 0.94558  0.16
H -0.13648 -3.20046 2.53224  0.21
H -1.16867 -4.04213 1.21550  0.17
H -1.87770 -1.67164 1.38062  0.21
H -0.01373 -1.36617 0.96663  0.10
H -1.82177 -0.27239 -0.58644  0.10
H -1.47076 -0.94554 -2.15751  0.03
H -5.12357 -1.94535 -0.32868  0.10
H 0.80009 -0.17912 3.10390  0.02
H -0.71299 0.48271 3.24408  0.08
H 0.49084 1.64987 3.62523  0.13